[1]
Molecular formula: C4H6N2
Method: DFT, ωB97M-V/def2-TZVPD

The geometry in XYZ format:
```
12
Properties=species:S:1:pos:R:3:forces:R:3:lowdin_charge:R:1
N -0.972198 -1.462443 0.990474 -0.011 -0.030 -0.128 0.100
C -0.292064 -0.468989 0.288793 0.132 0.138 -0.143 -0.387
C 0.778724 -0.458340 -0.511180 -0.102 0.037 0.128 -0.057
C 1.055449 0.992565 -0.835386 -0.094 -0.037 -0.087 -0.235
C -0.076859 1.811284 -0.230174 0.202 -0.473 0.201 -0.050
N -0.736237 0.881362 0.452153 -0.036 0.199 -0.078 0.009
H -1.981427 -1.390661 0.918204 0.137 0.017 -0.002 0.089
H -0.675706 -2.392503 0.724685 -0.012 0.103 0.074 0.091
H 1.330809 -1.328387 -0.848035 -0.071 0.211 0.076 0.097
H 1.247687 1.210823 -1.895051 -0.118 0.007 0.289 0.103
H 1.929284 1.380609 -0.279852 -0.052 -0.095 -0.172 0.113
H -1.491611 1.116212 1.084122 0.023 -0.076 -0.159 0.126
```
Positions in Å, forces in eV/Å.

Calculated values
largest force on an atom: 0.55 eV/Å
charge: 0
spin multiplicity: 1
DFT total energy: -265.4499 Eh

[2]
Molecular formula: C3H8BI2LiPS
Method: DFT, ωB97M-V/def2-TZVPD

The geometry in XYZ format:
```
17
Properties=species:S:1:pos:R:3:forces:R:3:lowdin_charge:R:1
C 1.432079 1.153621 0.189652 0.006 0.070 -0.125 -0.189
C 1.050199 0.011035 -0.724814 0.622 -0.479 0.169 -0.904
I 2.846715 -1.029888 -1.310063 0.049 0.148 -0.401 0.841
C 0.025664 -0.931758 -0.114254 -0.036 -0.096 -0.204 -0.702
I 0.988059 -2.192881 1.418289 -0.025 -0.279 0.632 0.755
B -1.186764 -0.199708 0.542824 -0.197 -0.088 0.095 -0.375
P -2.223365 1.130619 -0.429855 0.443 0.285 -0.597 0.341
S -1.368007 2.087339 -1.897973 -0.136 -0.060 0.079 0.175
H 2.102745 1.837684 -0.320752 0.026 0.086 -0.017 0.086
H 0.546594 1.727942 0.477484 -0.048 0.025 0.029 0.063
H 1.940514 0.786992 1.079351 -0.011 -0.008 0.108 0.063
H 0.650596 0.329035 -1.683789 -0.203 0.244 0.073 0.023
H -0.316639 -1.653949 -0.857411 -0.022 -0.076 0.006 0.087
H -1.545310 -0.468371 1.639553 -0.089 0.089 0.025 0.036
H -2.726172 1.930656 0.601593 -0.151 -0.002 0.197 -0.026
H -3.363284 0.384506 -0.778414 -0.136 -0.154 0.168 -0.023
Li 1.146377 -4.902875 2.168579 -0.091 0.294 -0.236 0.749
```
Positions in Å, forces in eV/Å.

Calculated values
largest force on an atom: 0.80 eV/Å
charge: +1
spin multiplicity: 1
DFT total energy: -1486.1566 Eh

[3]
Molecular formula: C19H11F2HgN6O3S3
Method: DFT, ωB97M-V/def2-TZVPD

The geometry in XYZ format:
```
45
Properties=species:S:1:pos:R:3:forces:R:3:lowdin_charge:R:1
Hg 0.253590 -0.604450 -1.820387 0.530 -0.221 -0.765 0.953
S 4.988740 0.373118 4.800210 0.111 -0.021 0.210 0.946
N 5.438971 0.389993 3.244174 0.074 0.043 0.077 -0.231
C 4.331478 0.367553 2.534236 -0.217 0.041 -0.241 -0.305
C 4.246654 0.416039 1.083514 0.143 -0.044 0.146 -0.094
C 5.369525 0.527230 0.264808 0.041 -0.004 0.065 -0.014
C 5.197422 0.601286 -1.097496 -0.029 -0.015 -0.025 -0.051
C 3.894570 0.569552 -1.598821 0.026 0.025 0.000 -0.115
N 2.830067 0.465688 -0.830273 -0.134 0.038 -0.158 0.106
C 2.982679 0.373734 0.488284 -0.082 -0.024 -0.008 -0.143
C 1.756257 0.243635 1.308227 -0.004 -0.022 0.133 -0.140
N 0.588918 0.106823 0.681222 -0.037 0.111 -0.063 0.092
C -0.528002 0.028872 1.383135 -0.234 -0.095 -0.226 -0.078
C -0.549364 0.091550 2.778441 0.050 0.002 0.001 -0.025
C 0.646877 0.200988 3.441650 0.069 0.020 0.079 -0.008
C 1.830657 0.269528 2.701558 0.102 -0.028 0.253 -0.096
C 3.142224 0.330474 3.327961 -0.193 -0.010 -0.301 -0.301
N 3.378460 0.333536 4.622417 0.103 0.001 0.125 -0.228
H 6.350830 0.555493 0.721057 0.010 0.002 -0.016 0.110
H 6.039572 0.687312 -1.770502 0.005 -0.010 0.003 0.098
H 3.703303 0.637513 -2.665331 0.008 -0.025 0.025 0.116
H -1.441841 -0.089747 0.801016 0.046 0.033 0.033 0.099
H -1.489354 0.038465 3.309246 -0.011 -0.016 -0.030 0.109
H 0.698418 0.233484 4.523381 0.005 -0.020 -0.028 0.111
N -8.406840 0.506891 -0.330860 0.488 -0.021 -0.080 0.024
C -7.252252 0.442343 -0.536380 -0.390 0.020 0.049 -0.316
C -5.878009 0.372649 -0.783266 0.015 -0.026 0.012 -0.301
C -5.124333 1.512791 -1.242134 -0.107 -0.244 0.100 -0.098
C -3.779131 1.387628 -1.444838 0.116 -0.192 0.151 -0.223
N -3.047404 0.260276 -1.213699 0.022 -0.047 0.075 -0.011
C -3.760878 -0.826582 -0.786615 0.017 0.272 -0.079 -0.199
C -5.112111 -0.835297 -0.579357 -0.132 0.273 0.005 -0.083
H -5.619805 2.462033 -1.409988 0.003 -0.015 -0.072 0.078
H -3.211111 2.241382 -1.809375 -0.008 -0.020 0.059 0.073
H -3.171532 -1.722332 -0.611371 -0.018 -0.005 -0.086 0.071
H -5.612319 -1.743448 -0.263464 0.046 0.012 0.024 0.084
F 0.412778 1.503368 -3.868652 0.037 -0.051 -0.087 -0.117
C -0.499619 1.045719 -2.913458 -0.038 0.271 0.455 -0.490
F -0.736299 2.150508 -2.115349 0.041 0.137 -0.056 -0.105
H -1.425375 0.830429 -3.435035 -0.134 -0.036 -0.073 0.064
O -1.017408 -2.871718 -0.542148 0.053 -0.030 -0.116 -0.503
S -0.456541 -3.430049 -1.784373 -0.643 -0.393 0.067 -0.031
O -1.043093 -2.808823 -2.974860 0.045 -0.144 0.098 -0.492
O -0.438976 -4.881629 -1.824163 0.156 -0.005 0.052 -0.440
S 1.519622 -2.743802 -1.762323 0.048 0.482 0.215 0.106
```
Positions in Å, forces in eV/Å.

Calculated values
largest force on an atom: 0.96 eV/Å
charge: -2
spin multiplicity: 2
DFT total energy: -2832.6870 Eh

[4]
Molecular formula: C4H11N3O
Method: DFT, ωB97M-V/def2-TZVPD

The geometry in XYZ format:
```
19
Properties=species:S:1:pos:R:3:forces:R:3:lowdin_charge:R:1
C 2.299362 -0.466477 0.294722 0.149 0.132 -0.034 -0.115
N 1.143716 -0.392921 -0.580533 -1.637 -2.237 -0.232 -0.047
C 0.028479 0.345805 -0.110872 -0.707 1.082 -0.037 -0.477
C 0.109992 1.816711 -0.458518 -0.312 -0.054 0.118 -0.011
N -0.620651 0.066557 1.187686 -0.158 0.161 0.627 0.138
C -1.334965 -0.320620 0.002348 0.925 0.283 0.125 -0.579
N -1.443908 -1.710493 -0.285429 0.093 0.080 -0.226 0.110
O -2.516827 0.376123 -0.242264 -0.073 -0.003 -0.129 0.035
H 2.840470 0.476458 0.223642 0.173 -0.023 0.045 0.073
H 2.098839 -0.645312 1.359827 -0.229 -0.040 -0.056 0.073
H 2.941348 -1.272095 -0.060092 0.080 0.125 0.004 0.079
H 0.667691 -1.321308 -0.691322 1.494 0.533 0.006 0.109
H -0.260773 1.977550 -1.468362 0.046 0.052 -0.109 0.084
H 1.137088 2.166829 -0.408500 0.144 -0.029 0.005 0.072
H -0.476540 2.413503 0.234485 -0.085 0.076 0.010 0.074
H -0.221727 -0.711120 1.699946 0.017 -0.154 -0.166 0.098
H -1.654642 -1.838933 -1.269558 -0.090 -0.039 0.036 0.095
H -2.206999 -2.115965 0.249624 0.096 0.058 -0.046 0.094
H -2.529956 1.155709 0.323171 0.075 -0.004 0.056 0.095
```
Positions in Å, forces in eV/Å.

Calculated values
largest force on an atom: 2.78 eV/Å
charge: 0
SMILES: CN[C@]1(C)N[C@@]1(N)O
spin multiplicity: 1
DFT total energy: -398.4805 Eh

[5]
Molecular formula: C4H9NO
Method: DFT, ωB97M-V/def2-TZVPD

The geometry in XYZ format:
```
15
Properties=species:S:1:pos:R:3:forces:R:3:lowdin_charge:R:1
C -1.703093 -1.422421 -0.487616 -0.035 -0.049 0.050 -0.109
C -0.853345 -0.396274 -1.234227 -0.145 -0.073 -0.159 -0.293
N 0.272278 0.104231 -0.448451 -0.091 0.217 0.387 0.047
C -0.006243 0.733486 0.609333 -0.055 -0.142 -0.271 -0.275
O 0.914516 1.262609 1.425713 -0.090 -0.004 0.013 -0.098
C 2.263072 1.093938 1.006644 0.271 -0.011 -0.046 -0.088
H -2.211810 -0.974299 0.372864 0.070 -0.076 -0.122 0.060
H -2.467948 -1.847555 -1.145392 0.092 0.073 0.069 0.069
H -1.075935 -2.240160 -0.119003 -0.059 0.099 -0.052 0.074
H -1.480758 0.439770 -1.574775 0.058 -0.108 0.068 0.107
H -0.445813 -0.860797 -2.138199 -0.022 0.097 0.150 0.099
H -1.006551 0.936154 1.007082 0.075 -0.019 -0.115 0.144
H 2.871359 1.590671 1.763139 -0.061 -0.081 -0.118 0.088
H 2.415469 1.548898 0.023584 0.007 -0.060 0.131 0.088
H 2.514803 0.031749 0.939302 -0.014 0.137 0.015 0.088
```
Positions in Å, forces in eV/Å.

Calculated values
largest force on an atom: 0.45 eV/Å
charge: 0
SMILES: CC/N=C/OC
spin multiplicity: 1
DFT total energy: -287.7771 Eh

[6]
Molecular formula: C2H8NS2
Method: DFT, ωB97M-V/def2-TZVPD

The geometry in XYZ format:
```
13
Properties=species:S:1:pos:R:3:forces:R:3:lowdin_charge:R:1
N -0.822844 0.102714 -1.820202 -0.513 0.473 0.725 0.204
C -0.451361 -0.623427 -0.534029 -0.100 -0.558 0.171 -0.233
C 0.171235 0.314993 0.470668 -0.096 0.316 -0.277 -0.594
S 0.283026 -0.585682 2.042251 0.364 0.149 0.045 0.470
S 1.555067 0.699100 3.036515 -0.105 -0.065 0.285 0.376
H -0.982841 1.095102 -1.622648 0.321 0.067 0.061 0.169
H -1.741261 -0.200068 -2.149272 0.313 -0.428 -0.504 0.176
H -0.086205 0.036323 -2.523224 -0.268 -0.123 -0.180 0.179
H 0.228511 -1.431001 -0.801249 0.053 0.104 -0.087 0.133
H -1.346074 -1.107893 -0.130650 -0.057 0.296 -0.215 0.128
H 1.117058 0.694371 0.081880 0.274 -0.232 0.351 0.086
H -0.459206 1.188286 0.650759 -0.183 -0.004 -0.144 0.080
H 2.534896 -0.182818 3.299200 -0.002 0.006 -0.231 -0.174
```
Positions in Å, forces in eV/Å.

Calculated values
largest force on an atom: 1.01 eV/Å
charge: +1
SMILES: [NH3+]CCSS
spin multiplicity: 1
DFT total energy: -931.8638 Eh

[7]
Molecular formula: C4H11N2S3
Method: DFT, ωB97M-V/def2-TZVPD

The geometry in XYZ format:
```
20
Properties=species:S:1:pos:R:3:forces:R:3:lowdin_charge:R:1
C -0.458477 0.991522 -1.561389 -2.822 -0.613 -1.097 -0.314
C -1.009079 1.836670 -0.396396 2.429 -2.605 1.319 -0.382
C 0.762113 -1.096281 -1.717172 -0.884 -0.653 0.719 -0.130
C 1.587030 -0.285403 1.664741 -0.036 1.482 1.850 -0.302
N 0.697251 0.223935 -1.239900 0.054 1.274 0.261 -0.034
N -1.119169 -0.191551 1.450567 -0.807 -0.657 -0.234 -1.203
S -2.229655 0.882849 0.656679 1.672 -0.818 0.194 0.955
S -1.278189 -1.946060 1.393513 -0.282 1.033 -0.269 0.799
S 0.066754 0.450179 2.419458 0.690 -0.330 -0.382 0.915
H -1.421707 0.408161 -1.807266 1.465 -0.240 -0.156 0.117
H -0.403099 1.589461 -2.530893 0.654 -0.309 1.243 0.162
H -0.126738 2.071268 0.241449 -1.069 0.729 -0.254 0.074
H -1.642691 2.576323 -0.717783 -0.980 2.408 -0.701 0.042
H 1.666716 -1.382504 -2.221450 0.642 0.568 -0.887 0.087
H 0.999336 -1.738724 -0.790975 -1.265 0.324 -0.994 0.100
H -0.143266 -1.276782 -2.345324 0.733 -0.957 0.666 0.103
H 2.347386 0.315933 2.210544 -0.228 -0.179 -0.508 0.059
H 1.522667 0.037798 0.624665 0.275 -0.516 -0.110 0.000
H 1.784976 -1.304640 1.974613 -0.386 -0.249 -0.498 0.045
H -1.602160 -2.162152 2.692319 0.144 0.309 -0.161 -0.094
```
Positions in Å, forces in eV/Å.

Calculated values
largest force on an atom: 3.80 eV/Å
charge: +1
spin multiplicity: 1
DFT total energy: -1462.6450 Eh

[8]
Molecular formula: C31H36F12MnNO2SbSi
Method: DFT, ωB97M-V/def2-TZVPD

The geometry in XYZ format:
```
85
Properties=species:S:1:pos:R:3:forces:R:3:lowdin_charge:R:1
Mn -0.184181 0.606080 -0.656832 -0.418 -3.081 4.482 0.719
C 4.027419 -3.926620 2.449468 -0.019 -0.034 -0.062 -0.044
C 3.377319 -2.807020 1.699568 -0.230 0.158 0.053 -0.272
C 3.930619 -2.347020 0.509968 -0.161 0.019 0.136 -0.033
C 3.358319 -1.300620 -0.173732 -0.329 0.103 -0.112 -0.012
C 2.196719 -0.673020 0.292868 -0.162 -0.805 0.924 -0.224
N 1.652519 0.406880 -0.399332 -0.026 -0.174 -0.648 0.000
C 2.439519 1.474780 -0.690632 1.000 1.442 -0.168 -0.182
C 3.753019 1.582180 -0.180032 -0.429 -0.088 0.089 0.000
C 4.618119 2.565880 -0.588832 -0.151 0.144 -0.205 -0.025
C 4.220719 3.524480 -1.515032 -0.268 -0.120 0.047 -0.263
C 5.151519 4.588580 -2.000732 -0.005 0.104 0.102 -0.049
C 2.885119 3.532180 -1.898732 0.492 -0.074 0.039 0.018
C 1.986519 2.559180 -1.489832 -0.140 -0.348 0.152 -0.036
C 0.474719 2.728680 -1.689132 1.243 1.530 -2.108 -0.373
O -0.223981 2.430880 -0.595032 -0.467 0.529 1.061 -0.203
C 0.136619 4.203880 -2.095532 -0.358 0.682 -0.214 -0.544
F 0.614319 5.085180 -1.219932 0.167 -0.164 0.310 0.186
F -1.186381 4.387280 -2.132932 -0.170 -0.134 0.123 0.149
F 0.566619 4.583580 -3.313532 0.285 -0.222 0.008 0.149
C -0.059481 1.856680 -2.857332 -0.381 1.256 -2.401 -0.528
F -1.404581 1.876380 -2.959232 0.292 0.159 0.012 0.123
F 0.416719 2.161380 -4.067332 0.114 -0.124 0.467 0.194
F 0.239319 0.549580 -2.660632 0.276 -0.538 -0.246 0.112
C 1.586719 -1.186020 1.449068 0.268 0.416 -0.419 -0.071
C 2.203919 -2.217020 2.147668 0.205 -0.157 -0.179 0.012
C 0.334919 -0.514220 2.021068 0.266 -0.370 0.059 -0.281
O -0.271181 0.447980 1.263068 0.237 0.680 -0.954 -0.200
C -0.787481 -1.559320 2.373668 -0.690 -0.208 -0.123 -0.526
F -1.253181 -1.425920 3.624468 0.050 0.199 0.279 0.160
F -1.848981 -1.378620 1.567868 -0.045 -0.100 0.179 0.098
F -0.442981 -2.838220 2.245068 0.277 -0.300 -0.047 0.152
C 0.819719 0.213680 3.311868 0.183 0.213 0.253 -0.554
F 1.233219 -0.619220 4.278368 -0.086 -0.311 0.020 0.158
F 1.867219 0.992380 3.020968 0.020 0.201 -0.237 0.175
F -0.115181 0.991580 3.850668 -0.319 0.180 -0.074 0.173
H 5.083919 -3.714120 2.603768 0.070 -0.067 0.071 0.082
H 3.949219 -4.848520 1.874468 0.049 -0.144 0.012 0.079
H 3.554619 -4.086620 3.413968 -0.009 -0.021 0.107 0.079
H 4.819219 -2.820420 0.122468 0.180 -0.020 -0.082 0.119
H 3.814519 -0.931920 -1.078832 0.010 0.017 -0.142 0.126
H 4.063319 0.879480 0.575368 0.116 -0.062 -0.026 0.115
H 5.611419 2.599280 -0.167632 0.166 -0.007 0.015 0.117
H 6.183719 4.251380 -1.960132 0.102 0.019 -0.042 0.076
H 5.060019 5.473780 -1.370632 0.084 0.125 -0.019 0.086
H 4.913019 4.877780 -3.021532 0.049 0.044 -0.076 0.079
H 2.566819 4.347780 -2.525432 -0.056 0.009 -0.080 0.116
H 1.759419 -2.574720 3.063668 0.035 -0.066 0.033 0.124
C -4.828581 -1.121020 0.276468 0.030 -0.073 -0.007 -0.192
C -4.722181 0.210080 -0.427432 0.777 0.199 -0.064 -0.395
Sb -2.770581 1.203380 -0.193532 -1.907 0.627 0.381 1.625
C -2.858481 1.634780 1.943168 0.209 -0.176 -0.507 -0.374
C -4.131781 2.290780 2.438668 0.124 -0.053 -0.151 -0.169
C -3.447881 3.159380 -0.956232 0.321 -0.407 0.078 -0.384
C -4.913181 3.532180 -0.815932 0.065 -0.151 0.067 -0.178
H -5.819481 -1.545220 0.120168 -0.063 -0.124 0.038 0.071
H -4.675081 -1.004920 1.344668 0.041 -0.098 0.212 0.061
H -4.088581 -1.820920 -0.101732 0.072 -0.172 0.033 0.056
H -5.451681 0.910580 -0.035132 -0.061 0.209 -0.005 0.033
H -4.898781 0.096680 -1.494532 0.010 0.103 -0.134 0.052
H -1.977481 2.239580 2.154468 0.032 -0.051 -0.016 0.057
H -2.720081 0.675180 2.432168 0.111 -0.052 0.000 0.033
H -4.215381 3.318280 2.094668 -0.095 0.064 -0.022 0.058
H -4.122181 2.302280 3.526568 -0.087 0.041 0.130 0.074
H -5.003181 1.726880 2.113068 -0.219 0.077 0.045 0.059
H -3.198481 3.188980 -2.014632 0.180 -0.043 0.093 0.032
H -2.824781 3.895780 -0.445832 0.059 -0.123 -0.078 0.054
H -5.556281 2.826480 -1.333932 -0.153 -0.045 -0.034 0.059
H -5.055981 4.511080 -1.273532 -0.121 0.067 -0.003 0.074
H -5.229181 3.597980 0.219968 -0.131 -0.023 0.079 0.047
C -1.803281 -5.064820 0.124068 0.535 0.361 -0.369 -0.173
Si -0.349181 -4.393720 -0.927532 0.001 -0.530 -0.161 0.518
C 1.311619 -5.024020 -0.229432 -0.655 0.340 -0.265 -0.171
C -0.540681 -5.019620 -2.725232 0.074 0.358 0.695 -0.189
C -0.358381 -2.529920 -0.921732 -0.039 -0.242 0.033 -0.131
C -0.350081 -1.313320 -0.827132 -0.448 -0.668 -0.486 -0.152
H -2.171781 -6.012720 -0.261432 0.062 -0.130 -0.113 0.023
H -2.635081 -4.366620 0.122168 -0.128 0.154 -0.031 0.014
H -1.508081 -5.216320 1.158468 0.092 0.023 0.142 0.019
H 1.397719 -6.102720 -0.315632 -0.116 -0.236 -0.053 0.028
H 1.409119 -4.761520 0.817468 -0.019 0.094 0.263 0.012
H 2.152019 -4.582720 -0.754132 0.143 0.158 -0.158 0.025
H -0.526181 -6.105720 -2.764232 0.007 -0.179 0.108 0.023
H 0.265519 -4.657920 -3.356032 0.163 0.114 -0.073 0.022
H -1.477081 -4.686220 -3.162132 -0.181 0.095 -0.037 0.022
```
Positions in Å, forces in eV/Å.

Calculated values
largest force on an atom: 5.46 eV/Å
charge: 0
spin multiplicity: 4
DFT total energy: -4287.1874 Eh